# 1
8
Properties=species:S:1:pos:R:3 method="wB97M-V/def2-TZVPD" energy_ev=-216665.708 lumo_ev=-0.34 gap_ha=0.334 multiplicity=1
C -1.614 0.568 0.326
C -1.125 0.901 -0.725
N 1.605 0.851 0.875
N 1.713 -0.174 0.442
N 1.700 -1.083 -0.380
Br -1.955 0.156 2.100
Br -0.927 1.290 -2.406
Br 0.604 -2.508 -0.233


# 2
11
Properties=species:S:1:pos:R:3 method="wB97M-V/def2-TZVPD" energy_ev=-108821.126 lumo_ev="-1.63 / -1.33" gap_ha="0.313 / 0.275" multiplicity=1
C 0.309 1.325 -1.188
C -0.263 -1.450 1.372
F 1.415 0.530 -1.161
F 0.376 2.122 -2.282
F 0.425 2.250 -0.170
F 0.855 -2.131 1.170
F -0.010 -0.530 2.289
F -1.150 -2.236 1.889
Si -1.248 0.131 -1.246
Cl -3.064 0.928 -1.179
Br -0.686 -1.195 -2.842


# 3
7
Properties=species:S:1:pos:R:3 method="wB97M-V/def2-TZVPD" energy_ev=-97502.331 lumo_ev=-0.18 gap_ha=0.351 multiplicity=1
C 1.124 -0.311 -0.364
C -0.589 0.343 0.442
O 1.938 0.537 -0.536
F -0.613 0.480 1.796
Cl 1.008 -2.008 -0.611
Br -0.816 1.992 -0.480
I -2.052 -1.034 -0.248


# 4
8
Properties=species:S:1:pos:R:3 method="wB97M-V/def2-TZVPD" energy_ev=-96468.197 lumo_ev=-0.54 gap_ha=0.342 multiplicity=1
C 0.119 0.458 0.663
C -0.177 -0.256 -0.631
F 0.840 1.550 0.324
F -0.989 0.909 1.243
F -1.331 -1.537 -0.381
Br -1.167 0.826 -1.803
I 1.279 -0.672 2.083
I 1.425 -1.278 -1.498


# 5
7
Properties=species:S:1:pos:R:3 method="wB97M-V/def2-TZVPD" energy_ev=-98461.821 lumo_ev=-1.40 gap_ha=0.264 multiplicity=1
C 0.327 0.662 1.704
C -0.142 0.297 -2.432
O 0.151 0.566 0.551
Br 1.718 -0.226 2.672
I -0.731 1.521 -3.970
I 1.910 0.329 -1.908
I -1.207 1.687 2.877


# 6
7
Properties=species:S:1:pos:R:3 method="wB97M-V/def2-TZVPD" energy_ev=-79191.466 smiles=[O-]c1onnc1Br lumo_ev=3.35 gap_ha=0.255 multiplicity=1 charge=-1
C 0.606 -0.202 -0.594
C -0.319 -0.469 0.507
N -1.069 0.697 0.582
N -0.803 1.598 -0.232
O 0.301 1.039 -1.049
O 1.552 -0.850 -1.034
Br -0.269 -1.814 1.821